No. 1
ORCA calculation (ωB97M-V/def2-TZVPD) on a cluster of 10 separate species, C52H132N8O20 in total in a non-equilibrium geometry.

As for the SMILES: COCCNCCOC.COCCNCCOC.COCCNCCOC.COCCNCCOC.COCCNCCOC.COCCNCCOC.COCCNCCOC.COCCNCCOC.OCCO.OCCO. The calculation puts the energy above the lowest of the compared OMol25 structures with the same formula, charge and spin at 0.0 kcal per mole. The value obtained for the max |F| is 3.26 eV/A. Its orbital gap is 8.71 eV. Its total energy is -4002.84454 Ha.

```
! RIJCOSX wB97M-V def2-TZVPD def2/J DEFGRID3
* xyz 0 1
O -3.73536 2.07585 -3.80542
O 4.35027 -1.62461 9.13379
O 1.76331 -0.77315 6.39164
O 5.41076 1.58035 -1.73198
O 4.73216 6.56158 -3.49096
O -4.41431 -2.12095 -0.00583
O 0.40601 -1.60420 2.04431
O -0.96070 -4.28135 5.82771
O -1.23018 -8.33101 5.02733
O -0.12556 -4.14816 -0.27646
O -4.66211 5.55503 -2.59870
O -1.27435 3.81941 0.10680
O -5.45216 4.26792 0.35315
O 2.98314 4.72973 1.22776
O 1.64215 0.62812 -1.98965
O 0.37875 -0.77990 -6.89591
O -1.01789 2.96202 -4.79640
O -1.36171 3.52643 -7.36409
O 3.81476 -1.79555 -3.46268
O 3.07306 5.45664 -1.53279
N -0.66607 -0.54046 -0.53090
N 4.59180 -0.50912 6.48937
N 3.90298 1.14624 1.05139
N 1.30164 -2.42056 -4.70123
N -5.27520 1.86158 -1.41627
N -2.77382 -4.03328 -1.34251
N -0.92336 -6.05022 3.43136
N -1.95002 5.79390 -1.80421
C 3.69029 2.52165 0.61602
C -3.88721 1.43568 -1.38881
C 4.30941 0.25931 -0.02066
C -2.01642 -6.91016 3.29663
C 2.46488 -1.16433 5.24030
C 0.40120 1.29917 -1.68084
C -1.14156 1.86573 -5.67938
C -1.90906 -4.16277 4.76606
C -0.67976 5.07807 -1.79317
C -3.68508 -3.10048 -2.07251
C -5.23863 2.96386 0.85885
C -1.59155 -4.36622 -2.14673
C -0.60417 -5.10193 -1.23258
C 4.82120 -1.60871 10.44811
C -0.27236 -2.01536 -6.56073
C -0.96491 3.57435 1.47501
C 5.14996 -2.23329 -3.41280
C 2.14821 0.99906 -3.26969
C 2.39275 5.52812 2.18353
C -1.92796 2.32478 -6.89444
C -3.43348 1.08489 -2.77395
C -0.12792 -2.22325 -5.02302
C 6.64506 2.08007 -2.17726
C 0.81539 -4.75527 0.58894
C 4.25027 5.25804 -3.62429
C -1.21457 -4.56620 3.44833
C -1.62279 -8.31956 3.67495
C -1.48078 -3.91833 7.09141
C -0.81676 -0.84946 1.99150
C 3.20047 3.38683 1.77201
C -0.29050 4.70974 -0.39863
C -4.88989 -2.81025 -1.17573
C 1.50316 -2.50381 -3.24419
C 1.58304 -0.85609 1.93232
C -5.87802 1.95151 -0.10518
C 4.91997 -1.91803 6.81397
C 0.71258 -1.66177 6.67714
C 5.55239 0.62675 -0.76318
C 4.09683 4.68756 -2.22147
C -4.56456 5.26302 1.00754
C -0.23778 0.80206 -0.47543
C 5.42272 -1.91880 8.23888
C 3.83993 -0.40818 5.21841
C -4.95683 1.77238 -4.51750
C -1.05396 -9.68576 5.44572
C 0.65996 -0.62462 -8.22712
C -1.41388 -1.07395 0.62103
C 2.89157 -2.80127 -2.86834
C -2.47340 5.95218 -3.19050
C -5.26179 -2.26761 1.16604
C -3.80688 6.57188 -3.18167
C -5.96985 6.05440 -2.40673
H -0.76581 -3.09660 -4.78455
H -5.77022 1.48931 -3.85772
H -5.21704 2.60880 -5.15564
H -2.38486 -6.98656 2.24617
H -5.73192 0.92885 0.30133
H 1.12140 -1.62757 -2.72962
H 3.76734 3.64543 -2.27677
H -0.21839 -4.05087 3.49859
H 5.65100 -2.31523 6.17238
H -1.90370 3.15998 -4.41385
H 4.43868 -0.92357 4.43973
H -1.89457 1.55261 -7.66188
H -3.56529 5.02805 0.67978
H -2.22199 -3.11712 4.66784
H 0.91695 -3.34854 -2.91407
H 4.11691 -2.63100 6.72178
H -1.34201 -1.89004 -6.78046
H -3.18959 2.16055 -0.90898
H 2.87759 0.26888 -3.64553
H 5.55626 -0.80582 10.57889
H 4.47316 3.01745 0.06605
H 5.03776 4.69907 -4.17566
H 1.54286 4.94351 2.57155
H 3.06641 -2.81010 -1.79663
H 3.70006 0.63785 4.88226
H -0.65540 -1.36915 -4.55718
H 7.17860 1.35615 -2.79163
H -4.63611 0.93301 -5.16871
H 2.67164 -2.27948 5.29480
H -1.79868 -4.33935 2.56756
H 3.06694 5.81233 2.98763
H -6.02526 6.85060 -1.63208
H -3.82968 0.49210 -0.83945
H 5.15377 -3.27947 -3.81056
H -1.14605 -5.88729 -0.71872
H -2.77633 -4.81072 4.95041
H -1.75348 6.61112 -3.70401
H 7.18352 2.37243 -1.27877
H 3.16572 5.28868 -0.59260
H 5.32448 -2.55736 10.68143
H -4.74882 -1.86606 2.01354
H 3.90394 3.48761 2.56968
H 6.02141 -2.80987 8.53498
H 0.28241 -5.48794 -1.74034
H 0.30381 -5.56823 1.10924
H -4.16514 6.88145 -4.16704
H 5.89491 -0.31414 -1.24071
H 3.90585 -0.25538 7.21137
H -2.59813 5.19007 -1.29624
H 4.61561 1.12592 1.75339
H 5.64507 -2.28181 -2.44943
H -5.42184 -3.73316 -0.81238
H -0.02052 3.07731 1.71459
H -3.15888 -2.16028 -2.34231
H 1.65308 0.09508 2.45094
H -3.84691 7.45282 -2.50772
H -0.25179 1.18346 -2.55589
H -1.01890 4.00664 -6.61286
H 4.00588 -1.29561 11.10568
H 2.58108 2.01265 -3.26871
H -0.62286 -9.60611 6.43477
H -6.35651 6.43314 -3.37318
H 6.49770 2.88414 -2.85903
H -0.26485 5.65212 0.21158
H -0.46646 -6.20544 4.35160
H 1.64351 -5.24156 0.02959
H 6.37280 0.90447 -0.07637
H 0.11167 5.74474 -2.10827
H 1.03877 -2.68668 6.64372
H -5.58696 -2.15032 -1.71831
H -2.48310 -8.99943 3.49678
H -2.41727 -0.54227 0.58560
H -5.72717 2.90720 1.84975
H -1.60793 0.98849 -5.21725
H -5.43059 -3.31695 1.41025
H -1.80217 2.98031 1.83603
H 1.34909 0.90793 -4.02514
H -0.04554 -1.22915 -0.90045
H -2.03099 -10.17237 5.44210
H 4.56599 -0.72397 0.41108
H -2.41477 4.96855 -3.68371
H 2.09444 6.42394 1.69105
H -3.99181 -3.56898 -3.03124
H -1.86966 -4.98677 -3.04846
H -0.11063 1.64004 -5.93721
H 0.64180 2.33882 -1.67027
H 6.12662 -1.08401 8.28418
H 1.28798 -1.39557 -8.72078
H 4.06960 7.12389 -3.02310
H -2.87800 -6.60182 3.93841
H -4.66563 5.28156 2.08470
H -1.14836 -3.49753 -2.59378
H -2.53626 -3.46072 -0.54441
H 0.66069 4.24273 -0.24210
H 5.01961 4.82439 -1.70536
H 1.22437 -4.01498 1.26584
H -0.68507 4.26934 -2.54026
H -1.77870 -2.91337 7.11528
H -6.17414 -1.68770 1.07239
H 1.77991 -1.67853 -5.22096
H -2.35899 0.95090 -2.83116
H -1.59019 -2.13548 0.45256
H 5.69206 -1.55800 -4.08505
H 1.78982 -0.95631 4.38803
H -0.96678 4.52451 2.03975
H -2.97964 2.44638 -6.65883
H -6.93084 2.12669 -0.16427
H -5.24835 2.77830 -1.89604
H 3.56879 0.12048 -0.82428
H 0.44616 1.02360 0.39006
H -0.76981 -8.67974 3.09089
H 0.24702 -2.81409 -7.05496
H -0.41925 -10.18257 4.71606
H -1.10843 1.45543 -0.24125
H 2.83942 2.45335 -0.10099
H -6.47599 5.13232 -2.05654
H -0.68942 0.24907 2.09090
H 3.27798 5.27290 -4.09006
H -0.76525 -4.15288 7.87030
H 1.17218 0.33316 -8.24288
H 1.80699 -0.62057 0.88267
H 0.30603 -1.33760 7.62825
H 2.41435 -1.48075 2.25915
H -4.85636 6.21332 0.55810
H -3.94481 0.14760 -3.06878
H -0.12802 -1.64423 5.94532
H -0.28989 -0.49205 -8.80577
H -2.37803 -4.46978 7.35242
H 2.19285 3.12960 2.12402
H -4.16524 2.74759 1.04407
H -1.50204 -1.21166 2.74567
H 3.07086 -3.77051 -3.34005
*
```

---

No. 2
ORCA calculation (ωB97M-V/def2-TZVPD) on the molecule C17H27NO2 in a non-equilibrium geometry.

As for the SMILES: CCNCC[C@H](CCC(C)C)c1ccc2c(c1)OCO2. The calculation puts the energy above the lowest of the compared OMol25 structures with the same formula, charge and spin at 29.8 kcal per mole. The value obtained for the max |F| is 1.29 eV/A. Its orbital gap is 8.51 eV. Its total energy is -869.19203 Ha.

```
! RIJCOSX wB97M-V def2-TZVPD def2/J DEFGRID3
* xyz 0 1
O -1.85225 2.72675 1.48240
O -2.67007 3.21244 -0.61754
N -2.36326 -1.76994 0.33993
C -1.38124 -2.82984 0.32007
C -2.66247 3.60684 0.73585
C -1.55902 1.31198 -1.76759
C 4.15061 0.39871 -0.05110
C -0.25080 -0.09969 -0.27471
C -0.56972 0.71800 0.81439
C -3.62525 -2.09337 -0.28751
C 0.62560 -1.31092 -0.07950
C -0.03763 -2.33539 0.85312
C 2.73030 0.03632 -0.49815
C -0.73418 0.21464 -1.53528
C 4.14450 1.23501 1.22634
C -4.54706 -0.88275 -0.24540
C -1.38587 1.79493 0.58587
C 2.00899 -0.91305 0.45552
C -1.87898 2.08987 -0.68375
C 4.86321 1.16261 -1.16607
H 1.89347 -0.44154 1.43093
H -1.26495 -3.15090 -0.71998
H 4.90669 0.56714 -2.07528
H -3.41435 -2.35759 -1.32872
H -2.51966 -1.45764 1.29340
H 4.70286 -0.52869 0.14132
H 2.14329 0.95092 -0.60605
H 5.88023 1.41201 -0.87167
H -4.04713 -0.03099 -0.69880
H -0.20406 0.51418 1.80660
H -2.26690 4.63246 0.81911
H -0.18615 -1.89345 1.83976
H -4.12529 -2.96191 0.18268
H 3.54224 2.13038 1.08749
H 3.73976 0.67263 2.06331
H -0.47423 -0.41731 -2.37073
H 5.15702 1.53874 1.48363
H 2.61086 -1.81539 0.58993
H 4.33329 2.08674 -1.38699
H 0.63066 -3.19194 0.96677
H 0.76453 -1.79025 -1.05428
H -3.69165 3.58551 1.13155
H -1.93545 1.54141 -2.75053
H -4.79707 -0.63003 0.78305
H -5.46741 -1.08718 -0.78622
H 2.78444 -0.43608 -1.48225
H -1.70044 -3.71436 0.90505
*
```

---

Q: The lowest max |F| belongs to which entry?
A: C17H27NO2

---

Q: Look up the orbital gap of the first one.
A: 8.71 eV